[1]
2 unconnected molecules or ions with the total composition C5H14NO. Source: OMol25; level of theory: ωB97M-V/def2-TZVPD.

```
21
Properties=species:S:1:pos:R:3:nbo_charge:R:1
C 0.978 -1.526 -1.141 -0.681
C 0.826 -0.187 -0.461 -0.085
N -0.614 0.028 -0.004 -0.722
C -0.604 0.838 1.252 -0.315
C 0.751 0.590 1.892 -0.437
C 1.672 0.058 0.801 -0.417
H 1.628 -1.498 -2.008 0.222
H 0.021 -1.909 -1.514 0.229
H 1.340 -2.317 -0.476 0.219
H 0.969 0.643 -1.146 0.207
H -1.192 -0.844 0.164 0.233
H -1.095 0.560 -0.753 0.451
H -0.755 1.880 0.963 0.208
H -1.438 0.489 1.868 0.211
H 1.128 1.460 2.414 0.224
H 0.635 -0.189 2.643 0.217
H 2.121 -0.901 1.055 0.216
H 2.498 0.725 0.543 0.217
H -2.850 1.334 -2.485 0.462
H -3.302 0.004 -1.897 0.424
O -2.715 0.760 -1.708 -1.084
```

Output
- gap between HOMO and LUMO (alpha / beta) (eV) = 3.781 / 12.348
- ΔE to the lowest compared entry with this formula, charge and spin (kJ/mol) = 158.54
- F_max (eV Å⁻¹) = 1.03
- 2S+1 = 2
- molar mass (Da) = 104.2
- HOMO (alpha / beta) (eV) = -2.749 / -11.719
- energy (eV) = -8946.4708

---

[2]
2 unconnected molecules or ions with the total composition C5H14NO. Source: OMol25; level of theory: ωB97M-V/def2-TZVPD.

```
21
Properties=species:S:1:pos:R:3:nbo_charge:R:1
C -2.263 0.013 -2.057 -0.618
C -2.157 -0.570 -0.652 -0.414
C -1.479 0.318 0.352 -0.401
C 0.063 0.359 0.155 -0.237
C 1.693 -0.560 1.714 0.125
N 0.672 -0.705 0.973 -0.382
H -2.524 1.066 -2.049 0.219
H -1.323 -0.131 -2.588 0.201
H -3.004 -0.498 -2.677 0.240
H -3.141 -0.901 -0.307 0.238
H -1.645 -1.545 -0.673 0.186
H -1.781 1.364 0.420 0.242
H -1.597 -0.077 1.369 0.212
H 0.280 0.128 -0.890 0.237
H 0.471 1.293 0.508 0.227
H 1.893 -1.325 2.449 0.237
H 2.214 0.386 1.630 0.244
H 0.218 -1.619 0.932 0.437
H 4.337 0.390 -0.013 0.468
H 4.512 1.775 0.585 0.481
O 4.561 0.839 0.816 -0.942
```

Output
- net charge = +1
- gap between HOMO and LUMO (eV) = 10.250
- ΔE to the lowest compared entry with this formula, charge and spin (kJ/mol) = 166.01
- F_max (eV Å⁻¹) = 1.68
- 2S+1 = 1
- molar mass (Da) = 104.2
- HOMO (eV) = -15.139
- energy (eV) = -8942.2874

---

[3]
2 unconnected molecules or ions with the total composition C5H14NO. Source: OMol25; level of theory: ωB97M-V/def2-TZVPD.

```
21
Properties=species:S:1:pos:R:3:nbo_charge:R:1
C 2.381 -0.173 0.002 -0.109
O 1.740 -0.186 1.364 -0.767
C 1.310 -0.429 -1.020 -0.251
C 0.881 0.598 -1.818 -0.342
H 3.158 -0.964 0.041 0.205
H 2.842 0.841 -0.189 0.207
H 2.225 -0.823 1.891 0.500
H 0.817 -1.409 -0.968 0.206
H -0.037 0.599 -2.387 0.214
H 1.451 1.546 -1.784 0.212
C -2.140 -0.117 -0.661 -0.647
C -1.443 0.690 0.433 -0.228
N -0.949 -0.250 1.494 -0.708
H -2.452 0.378 -1.568 0.262
H -1.554 -0.984 -0.942 0.218
H -3.070 -0.500 -0.233 0.226
H -0.519 1.243 0.146 0.239
H -2.156 1.408 0.922 0.230
H -1.517 -1.088 1.447 0.424
H -1.063 0.031 2.462 0.434
H 0.094 -0.410 1.368 0.477
```

Output
- net charge = +1
- gap between HOMO and LUMO (eV) = 10.627
- ΔE to the lowest compared entry with this formula, charge and spin (kJ/mol) = 176.89
- F_max (eV Å⁻¹) = 2.27
- 2S+1 = 1
- molar mass (Da) = 104.2
- HOMO (eV) = -13.756
- energy (eV) = -8942.1747

---

[4]
2 unconnected molecules or ions with the total composition C5H14NO. Source: OMol25; level of theory: ωB97M-V/def2-TZVPD.

```
21
Properties=species:S:1:pos:R:3:nbo_charge:R:1
C -1.292 0.001 0.631 -0.198
C -0.446 1.217 0.549 -0.454
C -0.288 1.885 -0.823 -0.447
C 1.901 0.774 -1.444 -0.389
C 0.624 1.107 -1.781 -0.226
N -0.642 -1.227 -0.064 -0.720
H -1.610 -0.397 1.589 0.241
H -2.235 0.074 0.085 0.222
H 0.498 1.101 1.059 0.226
H -0.963 1.914 1.242 0.258
H -1.222 1.943 -1.386 0.219
H 0.103 2.922 -0.857 0.258
H 2.243 0.705 -0.421 0.189
H 2.572 1.197 -2.179 0.233
H 0.516 1.439 -2.813 0.214
H -1.293 -1.863 -0.534 0.430
H -0.098 -1.798 0.601 0.467
H -0.050 -1.010 -0.886 0.447
H 0.404 -3.588 2.394 0.506
H 0.744 -2.220 2.809 0.494
O 0.225 -2.672 2.130 -0.968
```

Output
- net charge = +1
- gap between HOMO and LUMO (eV) = 10.012
- ΔE to the lowest compared entry with this formula, charge and spin (kJ/mol) = 208.40
- F_max (eV Å⁻¹) = 2.80
- 2S+1 = 1
- molar mass (Da) = 104.2
- HOMO (eV) = -13.064
- energy (eV) = -8941.8481

---

[5]
2 unconnected molecules or ions with the total composition C5H14NO. Source: OMol25; level of theory: ωB97M-V/def2-TZVPD.

```
21
Properties=species:S:1:pos:R:3:nbo_charge:R:1
C -1.908 -0.819 -0.509 -0.709
C -0.612 -0.104 -0.698 -0.002
C 0.424 -0.424 0.438 -0.453
C 0.576 -1.862 0.718 -0.229
C 1.700 -2.557 0.865 -0.325
N -0.796 1.464 -0.558 -0.714
H -2.722 -0.576 -1.195 0.255
H -1.710 -1.778 -1.050 0.274
H -2.148 -1.089 0.513 0.248
H -0.168 -0.196 -1.672 0.219
H 0.080 0.205 1.283 0.206
H 1.384 -0.002 0.094 0.232
H -0.349 -2.430 0.812 0.200
H 1.709 -3.634 0.799 0.226
H 2.597 -1.971 1.064 0.200
H -1.695 1.497 -0.085 0.438
H -0.891 1.830 -1.499 0.434
H 0.022 1.875 -0.091 0.474
H 1.940 3.783 -0.301 0.501
H 1.133 3.683 0.898 0.488
O 1.437 3.104 0.174 -0.963
```

Output
- net charge = +1
- gap between HOMO and LUMO (eV) = 9.866
- ΔE to the lowest compared entry with this formula, charge and spin (kJ/mol) = 171.99
- F_max (eV Å⁻¹) = 2.92
- 2S+1 = 1
- molar mass (Da) = 104.2
- HOMO (eV) = -13.016
- energy (eV) = -8942.2254

---

[6]
2 unconnected molecules or ions with the total composition C5H14NO. Source: OMol25; level of theory: ωB97M-V/def2-TZVPD.

```
21
Properties=species:S:1:pos:R:3:nbo_charge:R:1
C 0.560 0.268 1.531 -0.636
C -0.774 0.208 0.823 -0.017
N -0.524 0.689 -0.634 -0.538
C -0.117 -0.496 -1.444 -0.233
C -0.667 -1.712 -0.721 -0.452
C -1.273 -1.237 0.605 -0.420
H 1.008 1.255 1.616 0.219
H 1.233 -0.352 0.963 0.223
H 0.459 -0.131 2.541 0.251
H -1.512 0.893 1.243 0.225
H 0.294 1.305 -0.594 0.455
H -1.311 1.300 -0.861 0.439
H -0.504 -0.414 -2.457 0.246
H 0.966 -0.477 -1.466 0.239
H -1.499 -2.246 -1.165 0.247
H 0.057 -2.523 -0.702 0.251
H -1.011 -1.712 1.551 0.250
H -2.356 -1.201 0.533 0.228
H 2.232 2.473 0.236 0.478
H 2.370 2.355 -1.183 0.481
O 2.368 1.758 -0.414 -0.936
```

Output
- net charge = +1
- gap between HOMO and LUMO (eV) = 12.428
- ΔE to the lowest compared entry with this formula, charge and spin (kJ/mol) = 70.45
- F_max (eV Å⁻¹) = 1.84
- 2S+1 = 1
- molar mass (Da) = 104.2
- HOMO (eV) = -15.629
- energy (eV) = -8943.2778